<a>
{"formula": "C3F4IN", "method": "the ωB97M-V functional and the def2-TZVPD basis", "species": ["C", "C", "C", "N", "F", "F", "F", "F", "I"], "xyz": [[0.434, -0.967, -0.686], [0.926, 0.252, -0.289], [-0.512, 0.023, 1.606], [-0.236, -1.916, -0.608], [0.428, 1.338, -0.805], [2.185, 0.399, -0.015], [0.120, 0.524, 2.650], [-1.230, 1.032, 1.114], [-1.501, -1.807, 1.847]], "orbital_gap_ev": [8.259, 8.260], "charge": 0}



<b>
{"formula": "C3F4IN", "method": "the ωB97M-V functional and the def2-TZVPD basis", "species": ["C", "C", "C", "N", "F", "F", "F", "F", "I"], "xyz": [[-0.531, 0.840, 0.009], [-1.630, 0.136, 0.073], [2.009, -0.488, 0.436], [0.408, 1.614, -0.170], [-2.585, -0.012, -0.948], [-1.914, -0.523, 1.184], [2.900, -0.027, 1.327], [2.642, -1.590, 0.064], [1.980, 1.044, -1.368]], "orbital_gap_ev": [7.745, 7.744], "charge": 0}



<c>
{"formula": "C3F4IN", "method": "the ωB97M-V functional and the def2-TZVPD basis", "species": ["N", "C", "C", "F", "F", "C", "F", "F", "I"], "xyz": [[1.360, 1.744, -1.556], [0.563, 1.056, -1.122], [-0.490, 0.204, -0.614], [-0.894, -0.723, -1.488], [-1.561, 0.883, -0.188], [0.101, -0.752, 0.868], [-0.856, -1.584, 1.214], [1.155, -1.449, 0.461], [0.622, 0.620, 2.426]], "orbital_gap_ev": 10.380, "charge": 0, "smiles": "N#CC(F)(F)C(F)(F)I"}



Stability verdict: <c>, ahead by 245.6 kJ/mol



<a>
{"formula": "C8H16N2", "method": "the ωB97M-V functional and the def2-TZVPD basis", "species": ["C", "C", "C", "C", "N", "C", "N", "H", "H", "H", "H", "H", "H", "H", "H", "C", "C", "C", "H", "H", "H", "H", "H", "H", "H", "H"], "xyz": [[3.639, -0.119, 1.436], [2.126, -0.475, 1.398], [1.204, 0.670, 1.533], [0.691, 1.491, 0.555], [-0.287, 2.262, 1.140], [-0.289, 1.918, 2.478], [0.501, 0.912, 2.678], [4.075, -0.267, 2.427], [3.760, 0.935, 1.156], [4.240, -0.656, 0.709], [2.065, -1.064, 0.474], [1.839, -1.169, 2.191], [1.093, 1.781, -0.403], [-0.830, 2.972, 0.684], [-0.994, 2.324, 3.183], [-2.271, -0.275, -3.080], [-2.018, -0.621, -1.593], [-1.889, -2.094, -1.220], [-3.166, -0.800, -3.436], [-1.537, -0.628, -3.792], [-2.316, 0.809, -3.115], [-1.092, -0.149, -1.255], [-2.941, -0.197, -1.187], [-2.877, -2.549, -1.051], [-1.154, -2.691, -1.738], [-1.572, -2.319, -0.174]], "orbital_gap_ev": 9.355, "charge": 0, "smiles": "CCc1c[nH]cn1.CCC"}



<b>
{"formula": "C8H16N2", "method": "the ωB97M-V functional and the def2-TZVPD basis", "species": ["C", "C", "C", "C", "C", "C", "C", "C", "N", "N", "H", "H", "H", "H", "H", "H", "H", "H", "H", "H", "H", "H", "H", "H", "H", "H"], "xyz": [[0.744, -1.514, 0.167], [-0.012, -0.524, 0.063], [2.246, -1.308, 0.319], [-1.461, 1.233, -0.810], [-1.488, 0.561, 1.706], [-2.441, -0.952, 0.128], [1.971, 1.036, -1.596], [-1.347, 0.058, 0.249], [2.627, 0.048, 0.430], [1.885, 1.010, -0.224], [0.479, -2.569, -0.029], [2.528, -1.769, 1.374], [2.825, -1.900, -0.435], [-0.994, 2.071, -0.468], [-0.898, 0.939, -1.720], [-2.543, 1.298, -0.975], [-2.422, 1.109, 1.881], [-0.717, 1.385, 1.813], [-1.122, -0.174, 2.515], [-2.412, -1.612, 0.892], [-2.441, -1.462, -0.893], [-3.469, -0.540, 0.087], [0.964, 1.275, -2.028], [2.586, 1.805, -2.030], [2.318, 0.079, -1.877], [2.593, 0.416, 1.461]], "orbital_gap_ev": [8.276, 8.290], "charge": 0}



Stability verdict: <a>, ahead by 508.5 kJ/mol



<a>
{"formula": "C8H16N2", "method": "the ωB97M-V functional and the def2-TZVPD basis", "species": ["C", "C", "C", "C", "C", "C", "C", "C", "N", "N", "H", "H", "H", "H", "H", "H", "H", "H", "H", "H", "H", "H", "H", "H", "H", "H"], "xyz": [[-2.109, -2.376, -0.297], [-2.497, -0.935, -0.191], [2.372, -0.416, 1.118], [3.026, 0.268, 0.192], [-1.680, 0.058, 0.029], [1.004, -0.999, 1.034], [2.549, 0.641, -1.175], [-1.137, 2.180, -0.851], [-1.544, 1.923, 1.399], [-1.554, 1.327, 0.256], [-1.051, -2.519, -0.104], [-2.342, -2.760, -1.291], [-3.564, -0.748, -0.331], [2.868, -0.592, 2.066], [4.027, 0.615, 0.418], [0.595, -0.932, 0.032], [1.020, -2.043, 1.349], [-2.678, -2.961, 0.426], [1.537, 0.294, -1.367], [3.212, 0.218, -1.929], [2.576, 1.726, -1.288], [-0.093, 2.467, -0.725], [-1.273, 1.656, -1.794], [-1.747, 3.083, -0.826], [-1.857, 1.291, 2.135], [0.338, -0.467, 1.715]], "orbital_gap_ev": [8.388, 8.388], "charge": 0}



<b>
{"formula": "C8H16N2", "method": "the ωB97M-V functional and the def2-TZVPD basis", "species": ["C", "C", "C", "C", "C", "C", "C", "C", "N", "N", "H", "H", "H", "H", "H", "H", "H", "H", "H", "H", "H", "H", "H", "H", "H", "H"], "xyz": [[0.278, 2.081, 2.039], [0.822, 1.637, -1.381], [1.263, 0.857, -0.458], [1.627, 1.926, -2.594], [-1.659, -0.757, -0.586], [0.415, -2.096, 0.423], [-1.450, -1.335, 1.928], [-0.719, -1.042, 0.664], [-0.293, 0.936, 1.918], [-0.050, 0.252, 0.903], [0.146, 2.751, 2.865], [1.037, 2.269, 1.278], [-0.217, 1.729, -1.306], [2.316, 0.572, -0.195], [2.685, 1.892, -2.548], [1.331, 1.262, -3.409], [1.488, 2.942, -2.997], [-2.419, -0.137, -0.238], [-1.157, -0.317, -1.461], [-2.172, -1.671, -0.911], [0.957, -2.037, -0.517], [0.005, -3.179, 0.657], [1.174, -1.892, 1.255], [-0.577, -1.525, 2.676], [-1.956, -0.570, 2.434], [-2.129, -2.104, 1.777]], "orbital_gap_ev": 8.133, "charge": 0}



Stability verdict: <a>, ahead by 87.1 kJ/mol



<a>
{"formula": "C2H2N2O2S", "method": "the ωB97M-V functional and the def2-TZVPD basis", "species": ["C", "C", "N", "N", "O", "O", "S", "H", "H"], "xyz": [[-2.500, 0.630, -0.155], [-1.506, -0.272, -0.185], [-3.126, 1.601, -0.003], [2.005, 0.139, -0.026], [-0.902, -0.957, -0.948], [0.010, -0.672, 1.328], [1.014, -1.221, 0.435], [2.527, -0.157, -0.887], [2.477, 0.909, 0.441]], "orbital_gap_ev": 6.867, "charge": 0}



<b>
{"formula": "C2H2N2O2S", "method": "the ωB97M-V functional and the def2-TZVPD basis", "species": ["N", "C", "C", "N", "S", "O", "O", "H", "H"], "xyz": [[-1.151, -2.295, -0.295], [-1.097, -1.179, -0.161], [-1.058, 0.271, -0.049], [0.362, 0.636, -0.852], [1.508, 0.428, 0.064], [2.732, 0.485, -0.665], [1.304, 0.290, 1.470], [-1.757, 0.951, -0.618], [-0.843, 0.412, 1.106]], "orbital_gap_ev": 11.192, "charge": 0, "smiles": "N#CCN=S(=O)=O"}



Stability verdict: <b>, ahead by 125.1 kJ/mol



<a>
{"formula": "C2H4F2N2S", "method": "the ωB97M-V functional and the def2-TZVPD basis", "species": ["H", "N", "C", "N", "S", "C", "F", "F", "H", "H", "H"], "xyz": [[-1.157, -1.650, -0.873], [-1.056, -1.636, 0.174], [-0.209, -0.680, 0.244], [0.344, -0.069, 1.274], [1.032, 1.419, 1.413], [0.178, 0.051, -1.179], [-0.123, -0.915, -2.207], [1.609, 0.478, -1.286], [-0.256, -0.126, 2.264], [0.062, 2.259, 1.522], [-0.424, 0.871, -1.347]], "orbital_gap_ev": 10.225, "charge": 0, "smiles": "[H]/N=C(/NS)C(F)F"}



<b>
{"formula": "C2H4F2N2S", "method": "the ωB97M-V functional and the def2-TZVPD basis", "species": ["N", "C", "F", "F", "H", "H", "H", "N", "C", "S", "H"], "xyz": [[0.487, -0.415, 0.603], [1.479, 0.137, -0.224], [1.372, 1.522, -0.431], [2.708, -0.143, 0.127], [-0.228, -0.969, 0.450], [0.606, -0.231, 1.591], [1.293, -0.333, -1.238], [-1.711, -0.731, -0.243], [-1.679, 0.453, -0.050], [-1.913, 1.967, 0.045], [-2.415, -1.258, -0.632]], "orbital_gap_ev": 10.148, "charge": 0, "smiles": "NC(F)F.N=C=S"}



Stability verdict: <b>, ahead by 84.2 kJ/mol